[1]
14
Properties=species:S:1:pos:R:3:forces:R:3 method="wB97M-V/def2-TZVPD" homo_lumo_gap_ev="8.3 / 8.4" homo_ha="-0.2812 / -0.2824" spin_multiplicity=1 e_tot_ev=-8368.473 e_above_lowest_kj_mol=463.96
C 0.336905 2.008292 0.226018 0.2 0.2 -0.6
O -0.225152 1.576637 1.316016 0.4 0.2 0.7
C -1.336463 0.922114 1.457545 -0.7 -0.3 0.0
C -0.107753 -1.029656 -0.744468 -0.2 0.0 -0.2
O -1.041964 -0.938425 -1.508723 0.4 0.0 0.3
C 1.080818 -1.929155 -0.945498 -0.1 0.0 -0.1
H 1.257186 2.551113 0.378872 -0.1 -0.1 0.0
H -0.094270 -0.430263 0.185527 0.0 -0.1 -0.1
H -0.209326 1.967068 -0.710553 0.1 0.0 0.1
H -1.588114 0.657865 2.473318 0.0 0.1 -0.1
H -1.970156 0.755877 0.592191 0.0 0.0 0.1
H 0.865730 -2.691717 -1.695320 0.0 0.1 0.1
H 1.370441 -2.389708 0.004960 0.0 0.1 -0.1
H 1.926436 -1.317056 -1.282559 -0.1 -0.1 0.1

[2]
14
Properties=species:S:1:pos:R:3:forces:R:3 method="wB97M-V/def2-TZVPD" homo_lumo_gap_ev="7.6 / 7.6" homo_ha="-0.2476 / -0.2475" spin_multiplicity=1 e_tot_ev=-8368.321 e_above_lowest_kj_mol=478.67
C 1.048754 0.685077 0.286339 0.0 0.1 0.0
C 1.045578 -0.798089 0.062379 0.2 0.1 0.1
O -0.082273 -1.360763 0.704906 -0.2 0.0 0.1
C -1.173723 -0.744882 0.816621 0.0 0.0 0.0
O -1.383582 0.504790 0.459115 0.0 -0.3 0.1
C -0.297713 1.249844 -0.148797 0.2 0.2 -0.1
H 1.216011 0.990772 1.338084 0.0 -0.1 -0.1
H 1.838052 1.150336 -0.313636 -0.1 -0.1 0.1
H -0.245970 -1.220520 -1.760623 -0.1 0.0 0.0
H 1.906284 -1.359621 0.416439 -0.1 0.1 0.0
H -2.028077 -1.270189 1.226290 0.1 0.0 -0.1
H -0.949536 -1.292313 -2.036645 0.0 0.0 0.0
H -0.458517 2.280111 0.179479 0.0 -0.1 0.0
H -0.435284 1.185450 -1.229949 0.1 0.0 0.1